This record from the OMol25 dataset describes 8 unconnected molecules or ions with the total composition C55H120B2F10N6O4S2. The level of theory is ωB97M-V/def2-TZVPD.

CARTESIAN COORDINATES (ANGSTROEM)
B: -1.294138 0.442534 -0.623728
F: -2.143752 -0.546109 -0.754658
F: -1.773873 1.262616 0.340868
F: -0.105036 -0.108326 -0.319376
F: -1.183311 1.146874 -1.847438
B: 1.729431 1.127573 4.208734
F: 1.877073 0.738830 5.525990
F: 1.991988 -0.042023 3.528686
F: 0.434182 1.565661 4.099118
F: 2.655698 2.058639 3.912251
C: 4.003394 1.309075 0.573080
C: 2.724169 1.766225 -0.118720
C: 2.054432 2.988996 0.559261
C: 0.769048 3.375061 -0.143297
N: -0.151952 4.459517 0.463149
C: 0.762309 5.476485 1.254856
C: 0.688251 5.044921 2.789556
C: -0.683772 4.596754 3.016937
C: -0.907390 3.778089 1.694264
C: -1.129594 5.028659 -0.571790
C: -0.484421 5.956015 -1.561766
C: -1.388672 6.465337 -2.691698
H: 4.601795 0.591816 0.011331
H: 3.842707 1.005801 1.607629
H: 4.714363 2.133411 0.628669
H: 1.996641 0.954822 -0.139295
H: 2.879910 2.088355 -1.148323
H: 2.674513 3.870045 0.724684
H: 1.770854 2.672062 1.562868
H: 0.125772 2.509823 -0.303491
H: 1.029929 3.713991 -1.145878
H: 0.447176 6.517223 1.179661
H: 1.715416 5.572223 0.734749
H: 1.037777 5.839674 3.448577
H: 1.336480 4.265660 3.190386
H: -1.427195 5.389159 2.930260
H: -0.610113 4.094870 3.981707
H: -1.924064 3.827117 1.304306
H: -0.661805 2.725451 1.834739
H: -1.774222 5.585836 0.108001
H: -1.866338 4.278647 -0.859512
H: 0.366374 5.554750 -2.112439
H: -0.090198 6.847264 -1.073561
H: -2.342723 6.849048 -2.330222
H: -1.575196 5.807458 -3.540518
H: -0.965570 7.310137 -3.235193
C: 1.770769 -4.417516 -6.901999
C: 1.793526 -2.914583 -6.745991
C: 2.387729 -2.653290 -5.345072
C: 2.251386 -1.149346 -5.166428
N: 2.224311 -0.590516 -3.756761
C: 1.663927 0.872401 -3.583119
C: 2.726260 1.813236 -4.107162
C: 4.081317 1.103112 -3.674608
C: 3.733258 -0.371990 -3.272798
C: 1.380802 -1.499589 -2.854732
C: -0.122071 -1.831166 -3.203215
C: -0.929583 -2.864764 -2.303744
H: 1.265849 -5.034316 -6.158558
H: 2.645840 -5.001353 -7.187450
H: 1.206749 -4.563711 -7.823204
H: 0.787314 -2.495487 -6.745175
H: 2.470793 -2.429825 -7.449134
H: 3.355961 -3.117389 -5.157332
H: 1.735408 -3.075712 -4.580786
H: 1.252929 -0.879393 -5.510378
H: 2.922684 -0.537969 -5.769484
H: 1.370862 1.163349 -2.574378
H: 0.695392 0.968100 -4.073931
H: 2.817330 2.822082 -3.704641
H: 2.613320 1.797042 -5.191172
H: 4.475766 1.541324 -2.757828
H: 4.926259 1.242515 -4.348951
H: 3.793834 -0.368123 -2.184488
H: 4.453967 -1.076328 -3.688237
H: 1.213567 -0.984580 -1.908749
H: 2.049059 -2.286293 -2.504557
H: -0.118136 -2.084527 -4.263351
H: -0.642173 -0.874076 -3.242970
H: -0.431688 -3.833676 -2.341249
H: -1.970288 -2.894658 -2.626458
H: -1.043360 -2.561295 -1.263040
C: -5.474787 0.588431 4.235675
C: -4.252583 0.474352 3.248642
C: -3.526533 -0.942140 3.413406
C: -2.155450 -0.957031 2.725040
N: -1.495804 -2.381407 2.776561
C: -0.157381 -2.452618 1.966537
C: 0.045427 -3.948691 1.553875
C: -1.377741 -4.364885 1.215747
C: -2.291200 -3.481998 2.015865
C: -1.307231 -2.873082 4.247312
C: -0.444634 -2.003165 5.119696
C: -0.532176 -2.629175 6.513386
H: -6.279725 -0.034156 3.845074
H: -5.825148 1.610450 4.091391
H: -5.294680 0.510102 5.307839
H: -3.597795 1.308778 3.499824
H: -4.523079 0.737442 2.226041
H: -4.201706 -1.711925 3.039698
H: -3.451258 -1.182112 4.473994
H: -1.351579 -0.302104 3.061147
H: -2.412931 -0.784164 1.680091
H: 0.676216 -2.079919 2.561788
H: -0.390187 -1.740563 1.174784
H: 0.340264 -4.599622 2.376959
H: 0.741000 -4.053992 0.721300
H: -1.561996 -5.403157 1.491665
H: -1.688512 -4.525777 0.183452
H: -3.004258 -4.086872 2.576018
H: -2.988480 -2.975165 1.348755
H: -0.803854 -3.833618 4.137432
H: -2.245060 -3.161553 4.722046
H: -0.831693 -0.986347 5.053501
H: 0.614153 -1.941955 4.868072
H: -0.057389 -1.920151 7.191589
H: -0.141092 -3.643255 6.595741
H: -1.515692 -2.764762 6.963281
C: -5.389974 -3.089999 -0.388139
C: -6.017383 -1.765052 -0.734917
C: -5.209506 -0.815618 -1.615467
C: -5.936932 0.525994 -1.970536
N: -5.174944 1.362619 -2.988723
C: -4.055616 2.117830 -2.311937
C: -3.897741 3.547577 -2.948941
C: -5.212185 3.718099 -3.714980
C: -6.049389 2.524307 -3.390273
C: -4.715160 0.404285 -4.232815
C: -5.792993 -0.565787 -4.830452
C: -5.370724 -1.140120 -6.186447
H: -5.146228 -3.758263 -1.214035
H: -6.052634 -3.720928 0.204228
H: -4.470469 -3.038686 0.194946
H: -6.298031 -1.470236 0.276241
H: -6.996150 -1.947679 -1.178505
H: -4.979235 -1.414654 -2.496504
H: -4.297815 -0.732218 -1.023894
H: -6.238306 1.114605 -1.104036
H: -6.855095 0.320798 -2.520977
H: -3.216684 1.435490 -2.448691
H: -4.291916 2.298560 -1.263326
H: -3.040533 3.598667 -3.620279
H: -3.761512 4.265055 -2.139762
H: -5.134673 3.857545 -4.793244
H: -5.793320 4.476096 -3.189801
H: -6.766921 2.275218 -4.172068
H: -6.855867 2.722068 -2.684182
H: -3.814177 -0.076315 -3.851587
H: -4.356931 1.189738 -4.898277
H: -6.761606 -0.071317 -4.903824
H: -5.978091 -1.453219 -4.225234
H: -5.617322 -0.293203 -6.826782
H: -6.066952 -1.878406 -6.584297
H: -4.351943 -1.523350 -6.244084
C: 3.729622 -2.593944 0.749874
C: 4.925508 -2.398388 1.723955
C: 4.483907 -2.055462 3.165480
C: 5.752516 -2.090870 4.139300
N: 5.418434 -1.525392 5.543320
C: 5.347783 -0.001220 5.368485
C: 6.414301 0.605836 6.185729
C: 6.714911 -0.425089 7.319386
C: 6.569624 -1.761173 6.537519
C: 4.044439 -2.092922 6.141322
C: 4.023921 -3.604186 6.048827
C: 2.617071 -4.275274 6.135241
H: 2.923302 -3.137724 1.242078
H: 4.133221 -3.126118 -0.111523
H: 3.172123 -1.687184 0.515198
H: 5.606034 -1.700726 1.235823
H: 5.424144 -3.367482 1.741682
H: 3.768738 -2.827034 3.450653
H: 3.947650 -1.106498 3.163776
H: 6.606370 -1.489487 3.827262
H: 6.290047 -3.017626 4.340020
H: 4.445960 0.333962 5.880795
H: 5.285521 0.298951 4.322476
H: 6.018986 1.549191 6.562449
H: 7.326533 0.787588 5.617485
H: 5.893422 -0.616778 8.009689
H: 7.625063 -0.382851 7.917662
H: 6.403554 -2.494580 7.326589
H: 7.514195 -1.918714 6.016874
H: 3.171495 -1.601221 5.712012
H: 4.117355 -1.903800 7.212313
H: 4.481399 -4.019601 6.946743
H: 4.636545 -3.977680 5.228281
H: 2.254649 -4.035090 5.135708
H: 2.093046 -3.800847 6.964950
H: 2.675800 -5.360308 6.220976
N: -0.752948 3.018619 -8.007892
S: -1.020971 2.697686 -6.621985
O: -0.090935 3.255764 -5.655473
O: -1.632403 1.393780 -6.497601
F: -2.265783 3.701252 -6.341205
S: 0.655274 2.071394 -8.087262
O: 0.673365 0.637630 -7.808631
O: 1.892465 2.711086 -7.807699
F: 0.859061 2.041095 -9.634568

Atoms 1-6, force components in eV/Å:
B 0.46 1.57 -1.39
F -3.20 -3.36 -0.73
F -0.35 1.80 1.63
F 2.81 -0.49 0.89
F 0.26 0.43 -0.30
B -0.18 -0.85 1.71

The value obtained for the HOMO-LUMO gap is 8.9 eV. The molar mass is 1205.34 g/mol. The calculation puts the HOMO energy at -12.124 eV. For the total energy, the calculation gives -126302.355 eV. The charge is +2.

Atomic partial charges in e from the Mulliken method, atoms 1 to 2:
1. B -0.7857
2. F 0.2067